1.
Density functional theory data (ωB97M-V/def2-TZVPD) for one molecule with the formula C5H10O.

Element x y z (Å)
C (-0.7056, 1.3812, -1.3413)
O (-0.1849, 1.2871, -0.0352)
C (0.0773, -0.0281, 0.3712)
C (-1.1388, -0.7855, 0.8553)
C (1.2047, -0.7429, -0.3198)
C (1.3798, -0.2005, 1.0789)
H (-0.9647, 2.4297, -1.5073)
H (0.0341, 1.0720, -2.0938)
H (-1.6087, 0.7688, -1.4751)
H (-0.8885, -1.8298, 1.0675)
H (-1.5268, -0.3281, 1.7714)
H (-1.9387, -0.7813, 0.1070)
H (1.1327, -1.8185, -0.4580)
H (1.7130, -0.2140, -1.1215)
H (1.9873, 0.6917, 1.1925)
H (1.4277, -0.9017, 1.9082)

- Spin multiplicity: 1
- Energy relative to the best compared isomer or geometry (same formula, charge and spin): 32.5 kcal/mol
- Highest occupied orbital energy: -9.70 eV
- Molecular weight: 86.13 g mol⁻¹
- Gap between HOMO and LUMO: 10.75 eV


2.
Density functional theory data (ωB97M-V/def2-TZVPD) for C5H10O as an isolated structure.

Element x y z (Å)
C (1.2017, 1.2454, 0.5986)
C (0.4218, 0.4462, -0.4254)
O (0.3193, -0.9485, -0.0140)
C (-1.0538, 0.2574, -0.4766)
C (0.4208, -1.9326, -1.0432)
C (-1.7675, 0.5586, 0.8006)
H (2.2590, 0.9596, 0.5876)
H (0.8189, 1.0989, 1.6110)
H (1.1341, 2.3119, 0.3551)
H (0.9004, 0.5149, -1.4104)
H (1.1250, -1.6102, -1.8178)
H (0.7951, -2.8425, -0.5669)
H (-0.5602, -2.1036, -1.4908)
H (-2.2285, 1.5408, 0.6049)
H (-1.1871, 0.6398, 1.7307)
H (-2.5990, -0.1362, 0.9565)

- Spin multiplicity: 1
- Energy relative to the best compared isomer or geometry (same formula, charge and spin): 101.7 kcal/mol
- Highest occupied orbital energy: -7.81 eV
- Molecular weight: 86.13 g mol⁻¹
- Gap between HOMO and LUMO: 8.90 eV


3.
Density functional theory data (ωB97M-V/def2-TZVPD) for a 2-piece molecular cluster, C5H10O overall in a non-equilibrium geometry.

Element x y z (Å)
C (-1.3377, 1.6993, 0.1465)
C (0.6039, -0.2907, -0.3581)
C (1.8989, 0.3880, -0.3466)
C (0.3395, -1.4381, 0.3358)
C (-0.9518, -2.0964, 0.2100)
O (-1.8772, -1.6474, -0.4507)
H (-1.0503, 2.2812, -0.7439)
H (-0.8210, 2.0025, 1.0609)
H (-2.4123, 1.8095, 0.2965)
H (-0.0643, -0.0350, -1.1803)
H (2.5443, 0.0651, -1.1746)
H (1.9003, 1.4798, -0.4333)
H (2.4906, 0.1839, 0.5498)
H (1.0663, -1.8451, 1.0373)
H (-1.2655, 0.4930, 0.2837)
H (-1.0638, -3.0496, 0.7669)

- Spin multiplicity: 1
- Energy relative to the best compared isomer or geometry (same formula, charge and spin): 47.2 kcal/mol
- Highest occupied orbital energy: -9.64 eV
- Molecular weight: 86.13 g mol⁻¹
- Gap between HOMO and LUMO: 9.81 eV


4.
Density functional theory data (ωB97M-V/def2-TZVPD) for one molecule with the formula C5H10O.

Element x y z (Å)
C (-0.3129, -2.0030, -0.5227)
C (0.9132, -1.1384, -0.7445)
C (-0.4645, 0.7165, 0.9803)
C (-1.2924, 1.8605, 0.5105)
C (0.9597, 0.9155, 0.5904)
O (0.6161, 0.2601, -0.6412)
H (-1.1043, -1.7223, -1.2249)
H (-0.6905, -1.8612, 0.4926)
H (-0.0622, -3.0577, -0.6837)
H (1.3073, -1.2688, -1.7586)
H (1.7109, -1.3943, -0.0359)
H (-2.3047, 1.5688, 0.2150)
H (-1.4038, 2.4483, 1.4398)
H (-0.8486, 2.5234, -0.2495)
H (1.7117, 0.3552, 1.1571)
H (1.3317, 1.9226, 0.3482)

- Spin multiplicity: 1
- Energy relative to the best compared isomer or geometry (same formula, charge and spin): 101.7 kcal/mol
- Highest occupied orbital energy: -8.13 eV
- Molecular weight: 86.13 g mol⁻¹
- Gap between HOMO and LUMO: 9.15 eV


5.
Density functional theory data (ωB97M-V/def2-TZVPD) for a 2-piece molecular cluster, C5H10O overall in a non-equilibrium geometry.

Element x y z (Å)
O (-1.9446, 1.4667, 0.7834)
C (-0.9121, 0.6101, 0.9074)
C (-0.5828, -0.2358, -0.1679)
C (0.8616, 0.1488, -0.6413)
C (1.4123, -1.2568, -0.5136)
C (0.1398, -1.5650, 0.2647)
H (-2.0319, 2.0108, 1.5750)
H (-0.2638, 2.7052, -0.9389)
H (-0.3142, 0.6649, 1.8133)
H (-1.3616, -0.3177, -0.9327)
H (1.3672, 1.0086, -0.2008)
H (0.0994, 2.1854, -1.3351)
H (1.4536, -1.7553, -1.4926)
H (2.3536, -1.4472, 0.0114)
H (0.3198, -1.5666, 1.3427)
H (-0.4395, -2.4528, -0.0032)

- Spin multiplicity: 1
- Energy relative to the best compared isomer or geometry (same formula, charge and spin): 127.8 kcal/mol
- Highest occupied orbital energy (spin up / spin down): -6.60 / -7.43 eV
- Molecular weight: 86.13 g mol⁻¹
- Gap between HOMO and LUMO (spin up / spin down): 7.17 / 8.17 eV


6.
Density functional theory data (ωB97M-V/def2-TZVPD) for a 2-piece molecular cluster, C5H10O overall.

Element x y z (Å)
C (1.6493, -1.3790, -0.4785)
C (-0.5868, 1.4182, 1.5694)
C (-1.2655, 0.7861, 0.3900)
C (-0.7779, 0.9986, -1.0372)
C (-0.4389, 0.1382, 1.4737)
O (0.5432, -2.1473, -0.0514)
H (1.6630, -1.2450, -1.5695)
H (2.5492, -1.9220, -0.1818)
H (1.6752, -0.3864, -0.0048)
H (-0.3906, 2.3360, 2.1019)
H (-2.3524, 0.6543, 0.4379)
H (-1.0887, 0.1798, -1.7010)
H (-1.2000, 1.9218, -1.4515)
H (0.3132, 1.0822, -1.0892)
H (-0.0374, -0.7949, 1.8415)
H (-0.2550, -1.6405, -0.2495)

- Spin multiplicity: 1
- Energy relative to the best compared isomer or geometry (same formula, charge and spin): 76.3 kcal/mol
- Highest occupied orbital energy: -9.61 eV
- Molecular weight: 86.13 g mol⁻¹
- Gap between HOMO and LUMO: 10.68 eV


7.
Density functional theory data (ωB97M-V/def2-TZVPD) for one molecule with the formula C5H10O.

Element x y z (Å)
C (-2.1473, 0.0789, 0.0632)
C (-0.8559, -0.4832, -0.4926)
O (-0.2028, 0.5590, -1.2128)
C (0.4953, -0.0098, -0.1162)
C (1.7024, -0.7210, -0.6801)
C (0.7616, 0.8181, 1.1199)
H (-2.9846, -0.1760, -0.5938)
H (-2.0944, 1.1788, 0.0338)
H (-2.3705, -0.2245, 1.0772)
H (-0.8521, -1.4778, -0.9833)
H (1.4212, -1.2314, -1.6075)
H (2.4494, 0.0424, -0.9358)
H (2.1428, -1.4287, 0.0210)
H (1.1928, 0.1887, 1.9095)
H (-0.1452, 1.2829, 1.5099)
H (1.4873, 1.6036, 0.8876)

- Spin multiplicity: 1
- Energy relative to the best compared isomer or geometry (same formula, charge and spin): 26.8 kcal/mol
- Highest occupied orbital energy: -9.88 eV
- Molecular weight: 86.13 g mol⁻¹
- Gap between HOMO and LUMO: 10.94 eV


8.
Density functional theory data (ωB97M-V/def2-TZVPD) for one molecule with the formula C5H10O.

Element x y z (Å)
C (-0.0432, 1.7736, 0.4139)
C (-0.1724, 0.7472, -0.6985)
C (1.3652, -0.3335, -0.9083)
C (0.1968, -0.8723, -0.3420)
C (0.0731, -1.1258, 1.1470)
O (-0.5965, -1.7470, -1.0954)
H (-0.3938, 2.7498, 0.0602)
H (-0.6359, 1.5114, 1.2958)
H (1.0054, 1.8693, 0.7063)
H (-1.2154, 0.5423, -0.9687)
H (1.3453, -0.5834, -1.9843)
H (0.2645, 1.1343, -1.6277)
H (0.4632, -2.1274, 1.3550)
H (-0.9725, -1.0879, 1.4826)
H (0.6590, -0.4078, 1.7207)
H (-1.3427, -2.0429, -0.5566)

- Spin multiplicity: 1
- Energy relative to the best compared isomer or geometry (same formula, charge and spin): 89.4 kcal/mol
- Highest occupied orbital energy: -8.40 eV
- Molecular weight: 86.13 g mol⁻¹
- Gap between HOMO and LUMO: 9.24 eV


9.
Density functional theory data (ωB97M-V/def2-TZVPD) for one molecule with the formula C5H10O.

Element x y z (Å)
C (-1.4692, 0.4671, -0.7917)
C (-0.4370, -0.1988, 0.1252)
C (-0.7390, 0.0917, 1.5992)
C (0.9490, 0.3407, -0.2362)
O (1.2068, 1.5189, -0.1061)
C (1.9648, -0.6494, -0.7576)
H (-1.2882, 0.2252, -1.8457)
H (-1.4097, 1.5548, -0.6778)
H (-2.4834, 0.1415, -0.5366)
H (-0.4544, -1.2853, -0.0376)
H (-0.7293, 1.1725, 1.7728)
H (0.0035, -0.3644, 2.2650)
H (-1.7261, -0.2979, 1.8751)
H (1.5595, -1.1693, -1.6325)
H (2.8908, -0.1377, -1.0243)
H (2.1619, -1.4095, 0.0086)

- Spin multiplicity: 1
- Energy relative to the best compared isomer or geometry (same formula, charge and spin): 0.3 kcal/mol
- Highest occupied orbital energy: -9.53 eV
- Molecular weight: 86.13 g mol⁻¹
- Gap between HOMO and LUMO: 10.51 eV


10.
Density functional theory data (ωB97M-V/def2-TZVPD) for a 2-piece molecular cluster, C5H10O overall.

Element x y z (Å)
C (1.2523, -0.9599, 0.4107)
C (0.3523, 0.2641, 0.4421)
C (0.6640, 1.4788, -0.4768)
C (-0.8126, 1.5264, -0.9490)
C (-0.9945, 0.1661, -0.2779)
O (-1.8167, -0.7061, -0.3774)
H (0.8080, -1.7825, 0.9798)
H (1.4004, -1.3070, -0.6183)
H (2.2353, -0.7350, 0.8382)
H (0.1812, 0.5934, 1.4763)
H (1.0408, 2.3752, 0.0206)
H (1.3488, 1.2078, -1.2866)
H (-1.4059, 2.3040, -0.4555)
H (-1.0143, 1.5567, -2.0234)
H (-1.5906, -3.2987, 1.3574)
H (-1.6482, -2.6833, 0.9399)

- Spin multiplicity: 1
- Energy relative to the best compared isomer or geometry (same formula, charge and spin): 38.5 kcal/mol
- Highest occupied orbital energy: -9.49 eV
- Molecular weight: 86.13 g mol⁻¹
- Gap between HOMO and LUMO: 10.42 eV


11.
Density functional theory data (ωB97M-V/def2-TZVPD) for a 2-piece molecular cluster, C5H10O overall.

Element x y z (Å)
C (1.5681, -0.0427, 0.9437)
C (1.1911, -0.0126, -0.5246)
C (0.2280, -1.1036, -1.1156)
C (-0.0357, 0.3310, -1.2521)
C (-1.9251, 0.5749, 0.7085)
O (-0.5592, 1.1681, -1.9409)
H (2.4201, -0.7220, 1.0651)
H (1.8787, 0.9458, 1.2965)
H (0.7657, -0.4011, 1.5961)
H (2.0199, 0.2753, -1.1685)
H (0.4552, -1.6341, -2.0340)
H (-0.2707, -1.7040, -0.3559)
H (-3.0087, 0.5182, 0.6775)
H (-1.5644, 1.2789, 1.4591)
H (-1.5206, -0.4214, 0.9117)
H (-1.6424, 0.9493, -0.2666)

- Spin multiplicity: 1
- Energy relative to the best compared isomer or geometry (same formula, charge and spin): 57.3 kcal/mol
- Highest occupied orbital energy: -9.14 eV
- Molecular weight: 86.13 g mol⁻¹
- Gap between HOMO and LUMO: 9.91 eV


12.
Density functional theory data (ωB97M-V/def2-TZVPD) for one molecule with the formula C5H10O.

Element x y z (Å)
C (2.6708, -0.2290, 0.0358)
O (1.4458, 0.2740, -0.4274)
C (0.3874, -0.0062, 0.4597)
C (-0.8697, 0.6387, -0.0499)
C (-2.1999, 0.0728, 0.3587)
C (-1.7188, -0.0774, -1.0568)
H (2.9070, 0.1593, 1.0396)
H (2.6709, -1.3301, 0.0842)
H (3.4495, 0.0898, -0.6622)
H (0.2339, -1.0977, 0.5578)
H (0.6288, 0.3781, 1.4669)
H (-0.8005, 1.7196, -0.1448)
H (-3.0128, 0.7656, 0.5564)
H (-2.2025, -0.8099, 0.9944)
H (-1.3862, -1.0596, -1.3830)
H (-2.2037, 0.5120, -1.8296)

- Spin multiplicity: 1
- Energy relative to the best compared isomer or geometry (same formula, charge and spin): 34.9 kcal/mol
- Highest occupied orbital energy: -9.82 eV
- Molecular weight: 86.13 g mol⁻¹
- Gap between HOMO and LUMO: 10.99 eV


13.
Density functional theory data (ωB97M-V/def2-TZVPD) for one molecule with the formula C5H10O in a non-equilibrium geometry.

Element x y z (Å)
C (2.2608, -0.0375, -0.3151)
C (1.0655, 0.4929, 0.4737)
C (-0.2623, 0.3910, -0.2693)
C (-1.0455, -0.9221, -0.2504)
C (-2.2271, 0.0116, 0.2892)
O (-1.2942, 1.0602, 0.4904)
H (2.1425, -1.1009, -0.5515)
H (2.3783, 0.5037, -1.2611)
H (3.1938, 0.0760, 0.2485)
H (0.9813, -0.0143, 1.4441)
H (1.2091, 1.5593, 0.6989)
H (-0.1514, 0.8461, -1.2642)
H (-0.6744, -1.6145, 0.5107)
H (-1.7873, -1.2006, -0.9570)
H (-2.7652, -0.3931, 1.1512)
H (-3.0241, 0.3421, -0.4382)

- Spin multiplicity: 1
- Energy relative to the best compared isomer or geometry (same formula, charge and spin): 53.9 kcal/mol
- Highest occupied orbital energy: -9.58 eV
- Molecular weight: 86.13 g mol⁻¹
- Gap between HOMO and LUMO: 10.74 eV


14.
Density functional theory data (ωB97M-V/def2-TZVPD) for a 2-piece molecular cluster, C5H10O overall.

Element x y z (Å)
C (-1.3353, 0.4804, -1.3965)
C (0.0982, -0.0116, -1.4370)
C (1.1879, 0.6616, -0.5336)
C (0.8078, -0.7518, -0.3887)
C (-0.4312, -0.2922, 2.3460)
O (1.1014, -1.8276, 0.0558)
H (-1.4557, 1.3160, -2.0949)
H (-2.0292, -0.3113, -1.6967)
H (-1.6327, 0.8305, -0.4019)
H (0.4355, -0.3193, -2.4257)
H (2.1818, 0.8571, -0.9286)
H (0.8239, 1.4175, 0.1617)
H (-0.4283, -0.4618, 3.4220)
H (-1.4408, -0.4223, 1.9457)
H (-0.0834, 0.7233, 2.1381)
H (0.2350, -1.0142, 1.8810)

- Spin multiplicity: 1
- Energy relative to the best compared isomer or geometry (same formula, charge and spin): 48.1 kcal/mol
- Highest occupied orbital energy: -9.17 eV
- Molecular weight: 86.13 g mol⁻¹
- Gap between HOMO and LUMO: 9.95 eV


15.
Density functional theory data (ωB97M-V/def2-TZVPD) for one molecule with the formula C5H10O in a non-equilibrium geometry.

Element x y z (Å)
C (-1.3160, 0.6595, -0.8194)
C (-0.4792, -0.3121, 0.0727)
C (-1.1708, -0.4242, 1.4421)
C (1.0044, 0.1665, 0.1700)
O (1.0129, 1.3130, 0.5504)
C (2.2853, -0.3182, -0.6062)
H (-0.7991, 0.9307, -1.7454)
H (-1.6052, 1.6008, -0.3276)
H (-2.2502, 0.1522, -1.0997)
H (-0.4475, -1.2624, -0.4430)
H (-1.1711, 0.5327, 1.9829)
H (-0.6715, -1.1674, 2.0666)
H (-2.2219, -0.7186, 1.3131)
H (3.1982, -0.6399, -0.0712)
H (2.0609, -1.1039, -1.3290)
H (2.5709, 0.5912, -1.1562)

- Spin multiplicity: 1
- Energy relative to the best compared isomer or geometry (same formula, charge and spin): 18.9 kcal/mol
- Highest occupied orbital energy: -9.34 eV
- Molecular weight: 86.13 g mol⁻¹
- Gap between HOMO and LUMO: 10.27 eV